1.
{
  "formula": "C4H6N2",
  "method": "wB97M-V/def2-TZVPD",
  "gap_ev": 10.9,
  "e_tot_ha": -265.45949,
  "smiles": "C[C@H]1N[C@H]1C#N",
  "e_homo_ha": -0.3679,
  "symbols": ["C", "C", "N", "C", "C", "N", "H", "H", "H", "H", "H", "H"],
  "coordinates": [[-1.241435, 0.899733, -0.544264], [-0.589926, -0.404608, -0.141099], [0.295663, -1.264932, -0.891084], [0.775202, -0.663511, 0.366348], [1.844452, 0.303612, 0.324845], [2.759425, 1.011591, 0.293374], [-1.442355, 1.044121, -1.613510], [-2.163047, 0.628519, -0.046609], [-0.837417, 1.829382, -0.118810], [-1.314756, -1.015445, 0.406945], [0.689869, -0.778599, -1.693055], [0.816946, -1.332793, 1.220488]],
  "atomic_forces_ev_per_a": [[-0.2106, -0.2595, 0.1889], [-0.2120, -0.2513, 0.2835], [0.2346, -0.1242, -0.2342], [0.1860, -0.0646, 0.1971], [0.7387, 0.6102, -0.0845], [-0.9142, -0.5359, 0.0149], [0.2331, -0.2569, 0.2571], [-0.8766, 1.3556, -0.2705], [0.1110, -0.4906, -0.0847], [0.3122, 0.0115, -0.2023], [0.0664, 0.0684, 0.1449], [0.3314, -0.0627, -0.2105]]
}

2.
{
  "formula": "C4H6N2",
  "method": "wB97M-V/def2-TZVPD",
  "gap_ev": 9.4,
  "e_tot_ha": -265.29208,
  "smiles": "C1=CN1N1CC1",
  "e_homo_ha": -0.3024,
  "symbols": ["C", "C", "N", "N", "C", "C", "H", "H", "H", "H", "H", "H"],
  "coordinates": [[-0.440986, 1.754718, 1.089911], [-1.648189, 1.717657, 0.563368], [-0.968402, 0.432658, 0.722693], [-0.400501, -0.167407, -0.464238], [1.088048, 0.008178, -0.530680], [0.495399, -1.277484, -0.087094], [0.478519, 1.890077, 1.634432], [-2.563403, 2.073305, 0.100296], [1.699999, 0.488962, 0.336017], [1.604609, 0.103993, -1.471886], [0.734027, -2.168317, -0.868399], [0.630423, -1.571055, 0.923918]],
  "atomic_forces_ev_per_a": [[-1.7079, -0.5568, -0.7721], [2.4584, 0.0619, 0.0173], [-0.9373, -1.1413, 1.2717], [1.6595, 0.1631, -0.5025], [1.0764, 0.4164, 2.3034], [1.0686, -1.6556, -3.4094], [-0.3703, 0.9002, -0.0730], [0.4007, 0.0574, 0.3451], [-1.5454, -0.3166, -1.5978], [-0.3736, 0.0380, -0.2938], [-1.4600, 1.9994, 1.8906], [-0.2691, 0.0339, 0.8206]]
}

3.
{
  "formula": "C4H6N2",
  "method": "wB97M-V/def2-TZVPD",
  "gap_ev": 11.1,
  "e_tot_ha": -265.46763,
  "smiles": "N#CC[C@H]1CN1",
  "e_homo_ha": -0.3743,
  "symbols": ["N", "C", "C", "C", "C", "N", "H", "H", "H", "H", "H", "H"],
  "coordinates": [[-2.574625, -0.522438, -1.363706], [-1.863201, 0.157554, -0.757907], [-0.890555, 0.905291, 0.035047], [0.127876, -0.107271, 0.544448], [1.073994, -0.797745, -0.397002], [1.487975, 0.322193, 0.598937], [-0.380243, 1.655053, -0.578873], [-1.415184, 1.449269, 0.833511], [-0.233621, -0.693946, 1.392379], [1.213206, -0.512656, -1.451747], [1.378266, -1.858384, -0.316985], [1.911301, 0.034822, 1.486342]],
  "atomic_forces_ev_per_a": [[0.5485, 0.6509, 0.5052], [-0.8050, -0.4958, -0.6623], [0.0094, -0.0435, -0.1299], [-0.3513, -0.3709, -0.2727], [0.7276, 0.6909, 0.6800], [0.3801, -0.7818, -0.5489], [-0.0846, -0.1980, -0.0235], [0.2444, -0.2643, -0.0669], [-0.0035, -0.0353, -0.2932], [-0.4497, 0.4248, 0.6934], [-0.3040, 0.7686, 0.8065], [0.0882, -0.3455, -0.6877]]
}

4.
{
  "formula": "C4H6N2",
  "method": "wB97M-V/def2-TZVPD",
  "gap_ev": 9.7,
  "e_tot_ha": -265.40261,
  "e_homo_ha": -0.3189,
  "symbols": ["N", "C", "C", "C", "N", "C", "H", "H", "H", "H", "H", "H"],
  "coordinates": [[1.396623, -1.052455, 0.510894], [-0.130911, 0.715638, -0.682433], [0.427196, -0.721372, -0.469122], [-0.944890, -0.516304, -0.068275], [-1.081585, 0.189940, 1.227589], [-0.696321, 1.234007, 0.558279], [2.281420, -0.616594, 0.274285], [0.016451, 1.263976, -1.608094], [0.517365, -1.221353, -1.435385], [-1.873414, -0.898901, -0.467913], [1.051040, -0.639345, 1.377066], [-0.962974, 2.262763, 0.783109]],
  "atomic_forces_ev_per_a": [[0.1521, 0.1370, 0.1295], [-0.2496, 0.2189, -0.1838], [-0.1296, -0.2031, -0.0359], [-0.1256, -0.4806, -0.3993], [-0.1825, 0.3985, -0.3610], [-0.1265, 0.2705, 0.3394], [-0.0031, -0.0767, 0.1495], [-0.5549, -0.3967, -0.0326], [0.1754, 0.1421, 0.1846], [0.2260, -0.0105, -0.2650], [0.3337, -0.2116, 0.0985], [0.4846, 0.2122, 0.3760]]
}

5.
{
  "formula": "C4H6N2",
  "method": "wB97M-V/def2-TZVPD",
  "gap_ev": 11.1,
  "e_tot_ha": -265.41691,
  "e_homo_ha": -0.3760,
  "symbols": ["N", "C", "C", "C", "C", "N", "H", "H", "H", "H", "H", "H"],
  "coordinates": [[0.641076, 0.899097, 1.140414], [-0.249123, 0.190133, 0.593984], [-1.069372, 0.031486, -0.602812], [-1.154484, -0.958784, 0.580914], [2.255460, -0.177275, -1.817744], [2.132338, 0.725880, -1.077315], [0.925786, 0.531355, 2.048619], [1.761124, 1.219374, -0.250149], [-0.605686, -0.314915, -1.524702], [-1.889092, 0.732457, -0.743725], [-2.033574, -0.935210, 1.218847], [-0.714454, -1.943603, 0.433668]],
  "atomic_forces_ev_per_a": [[-0.3096, -0.2880, -0.0340], [0.0784, 0.1612, 0.0973], [0.0232, 0.1482, -0.1186], [-0.0202, -0.1323, 0.2164], [0.0404, 1.0099, 0.5724], [0.1192, -0.9133, -0.7004], [-0.1439, 0.0254, 0.0009], [0.1517, -0.0926, -0.2349], [-0.0214, 0.0628, 0.2234], [0.0815, -0.1415, 0.0541], [0.0825, -0.0134, -0.1051], [-0.0817, 0.1736, 0.0285]]
}

6.
{
  "formula": "C4H6N2",
  "method": "wB97M-V/def2-TZVPD",
  "gap_ev": 10.7,
  "e_tot_ha": -265.45502,
  "smiles": "C[C@H]1N[C@H]1C#N",
  "e_homo_ha": -0.3631,
  "symbols": ["C", "C", "N", "C", "C", "N", "H", "H", "H", "H", "H", "H"],
  "coordinates": [[1.301476, -0.001999, 0.612846], [-0.084665, 0.543601, 0.274832], [-0.219110, 1.322301, -0.954087], [-1.001182, 0.109004, -0.835777], [-0.674421, -1.230877, -1.261490], [-0.454212, -2.318710, -0.938621], [1.876151, -0.332933, -0.260584], [1.867194, 0.825873, 1.064418], [1.309813, -0.818571, 1.342645], [-0.616957, 0.901387, 1.150561], [0.607499, 1.180443, -1.529321], [-2.080210, 0.265445, -0.792979]],
  "atomic_forces_ev_per_a": [[-0.1337, 0.0037, -0.0742], [0.0998, 0.2912, 0.3029], [0.1676, 0.1869, -0.1780], [-0.0964, -0.1003, 0.1673], [0.4156, -0.8127, 1.1977], [-0.0164, -0.0709, -1.2859], [-0.3275, 0.0051, 0.0344], [-0.1685, -0.1475, -0.1050], [-0.2924, 0.0897, -0.1811], [0.0951, 0.4710, -0.1286], [-0.0522, 0.0376, 0.0372], [0.3090, 0.0463, 0.2134]]
}

7.
{
  "formula": "C4H6N2",
  "method": "wB97M-V/def2-TZVPD",
  "gap_ev": 10.7,
  "e_tot_ha": -265.46950,
  "smiles": "N#C[C@H]1CCN1",
  "e_homo_ha": -0.3593,
  "symbols": ["N", "C", "C", "C", "C", "N", "H", "H", "H", "H", "H", "H"],
  "coordinates": [[2.463567, 0.653750, -0.978099], [1.775391, 0.055420, -0.264499], [0.654687, -0.320919, 0.619802], [-0.322923, 0.863214, 0.373835], [-1.179573, -0.147590, -0.420885], [-0.365509, -1.249974, 0.126964], [1.005097, -0.545622, 1.633827], [-0.789624, 1.262208, 1.272865], [0.177864, 1.644417, -0.205562], [-1.109244, -0.027820, -1.509818], [-2.234404, -0.206705, -0.134250], [-0.075334, -1.980379, -0.514176]],
  "atomic_forces_ev_per_a": [[-0.2387, -0.9481, 0.5672], [0.6570, 0.4081, -0.6796], [0.2230, 0.1077, 0.1185], [-0.1549, 0.1678, 0.1419], [-0.2690, 0.1080, -0.1344], [0.1332, -0.1370, -0.1482], [-0.0026, 0.1624, -0.2410], [-0.0036, -0.0600, -0.0753], [-0.5687, 0.0028, 0.2642], [0.0292, 0.0472, 0.1893], [0.1562, -0.0111, -0.0941], [0.0388, 0.1521, 0.0915]]
}

8.
{
  "formula": "C4H6N2O",
  "method": "wB97M-V/def2-TZVPD",
  "gap_ev": 9.4,
  "e_tot_ha": -340.72695,
  "smiles": "Cc1cc(N)on1",
  "e_homo_ha": -0.3113,
  "symbols": ["C", "C", "C", "C", "N", "O", "N", "H", "H", "H", "H", "H", "H"],
  "coordinates": [[0.413232, 1.874847, 1.235071], [0.258378, 0.856369, 0.157714], [0.501630, -0.541533, 0.257085], [-0.220816, -1.029126, -0.792211], [-0.746956, -2.250069, -1.102593], [-0.668743, -0.031642, -1.560337], [-0.396895, 1.182512, -0.925546], [-0.186288, 2.747519, 0.967272], [0.005672, 1.452870, 2.161261], [1.449895, 2.165304, 1.410589], [1.055070, -1.072078, 1.018523], [-0.235842, -3.074396, -0.839448], [-1.228337, -2.280578, -1.987378]],
  "atomic_forces_ev_per_a": [[0.1039, 0.1155, 0.0110], [-0.1665, 0.1487, -0.0523], [-0.1662, -0.0551, -0.0502], [-0.0248, 0.0510, 0.0652], [0.2026, -0.0964, -0.2223], [-0.1836, -0.2897, -0.0213], [0.0802, 0.0751, 0.4434], [0.2242, -0.0103, 0.0675], [0.1438, 0.1324, -0.1245], [-0.0417, 0.0084, -0.0032], [-0.3247, 0.0425, -0.0394], [0.0232, 0.0365, -0.0591], [0.1296, -0.1586, -0.0147]]
}

9.
{
  "formula": "C4H6N2O",
  "method": "wB97M-V/def2-TZVPD",
  "gap_ev": 8.4,
  "e_tot_ha": -340.66615,
  "smiles": "[H]/N=C\\C(=O)/C(C)=N/[H]",
  "e_homo_ha": -0.3354,
  "symbols": ["H", "N", "C", "C", "O", "C", "C", "N", "H", "H", "H", "H", "H"],
  "coordinates": [[-0.601829, -1.691095, -2.234248], [-1.452672, -1.807458, -1.667004], [-1.390423, -0.986106, -0.646197], [-0.518333, 0.359311, -0.833475], [-0.146635, 0.819564, -1.890558], [0.326749, 0.236591, 0.386611], [1.279333, 1.264419, 0.874381], [-0.178725, -0.802735, 1.024771], [0.278663, -1.035151, 1.910638], [-2.230020, -1.003732, 0.058139], [1.239759, 1.379090, 1.961718], [1.084140, 2.251007, 0.443102], [2.309991, 1.016296, 0.612121]],
  "atomic_forces_ev_per_a": [[-0.5397, 0.2793, -0.2520], [1.0955, 0.7037, 2.5404], [-2.7673, 0.5517, -4.4073], [1.6800, -3.4774, -1.1053], [-1.1204, 0.3865, 1.1255], [-1.9299, -0.6541, 3.1054], [0.6201, 0.2983, 0.2332], [2.6543, 2.2782, -0.4363], [0.1775, 0.1138, -0.1475], [0.3197, 0.0798, -0.3217], [-0.0388, -0.2181, -0.1244], [-0.1289, -0.2692, -0.1531], [-0.0219, -0.0725, -0.0570]]
}

10.
{
  "formula": "C4H6N2O",
  "method": "wB97M-V/def2-TZVPD",
  "gap_ev": 9.3,
  "e_tot_ha": -340.58400,
  "e_homo_ha": -0.3264,
  "symbols": ["C", "C", "O", "C", "N", "C", "N", "H", "H", "H", "H", "H", "H"],
  "coordinates": [[-1.669925, 0.678656, -0.295831], [-0.739854, -0.452047, 0.054397], [0.143943, -0.783317, -1.022657], [1.369364, -0.492892, -0.544281], [2.456165, -0.632637, -1.150899], [0.991280, -0.009652, 0.834706], [1.232117, 0.424790, 1.944627], [-2.307363, 0.419448, -1.149529], [-2.325351, 0.904587, 0.552224], [-1.109861, 1.584956, -0.551360], [-1.245439, -1.359651, 0.398360], [-0.028451, 0.058878, 1.492640], [3.233370, -0.341120, -0.562402]],
  "atomic_forces_ev_per_a": [[-0.0285, 0.0329, -0.0057], [-0.3587, 0.0080, 0.0479], [0.0735, -0.0182, -0.0556], [0.3921, -0.0563, -0.2337], [-0.3425, 0.0899, 0.2842], [0.3355, 0.2040, 0.5100], [-0.0686, -0.2102, -0.5486], [0.0957, 0.0157, 0.1074], [0.0874, -0.0242, -0.0901], [-0.0643, -0.1266, 0.0340], [0.0749, 0.1185, -0.0136], [-0.1791, -0.0179, 0.0029], [-0.0173, -0.0155, -0.0391]]
}

What LUMO values result from the calculations? In sequence: 0.90 1.14 0.90 1.03 0.88 0.83 0.92 0.89 -0.77 0.38 eV.
What energy relative to the best compared isomer or geometry (same formula, charge and spin) values result from the calculations? In sequence: 2.070 6.626 1.849 3.618 3.229 2.192 1.798 1.849 3.504 5.739 eV.